330
Properties=species:S:1:pos:R:3:forces:R:3 method="wB97M-V/def2-TZVPD" orbital_gap_ev=8.042 lumo_energy_ha=0.000 e_homo_ha=-0.296
S 3.7644 -3.7889 2.7045 0.968 -0.391 -1.080
S -3.8440 -6.5607 6.0609 0.504 1.200 1.010
S 5.5235 -0.0492 -4.7700 -0.399 -0.806 -0.345
S -3.2877 -4.4980 0.7165 -0.783 0.100 -0.643
S 3.1428 -4.5453 -6.5724 2.115 -1.757 -0.295
S -6.9371 1.8271 2.4456 1.372 -1.643 -0.452
S -0.0393 -1.5809 -5.5634 -0.674 0.368 0.323
S 4.4048 -0.3907 6.8007 -1.165 -0.125 -0.310
S -9.2081 -1.0950 -1.5637 -1.258 -0.590 0.488
S 9.4250 0.2208 5.1190 -0.806 0.693 -1.467
O -2.7636 -1.4941 6.1694 0.110 0.426 0.229
O 4.3434 -1.1005 -1.5055 -0.101 -0.436 -0.748
O 2.0978 0.9874 1.8368 -2.079 -0.025 -0.636
O 8.5978 1.1592 4.2221 1.328 -1.086 1.337
O 5.5840 0.0054 -6.3049 -0.011 0.714 2.156
O -4.6466 -3.8502 0.4544 1.161 -0.727 0.589
O -7.3747 -2.7924 -3.5636 1.550 -0.814 -0.156
O -4.8897 -2.4153 4.4167 1.197 -0.942 -0.070
O 0.8810 1.9032 -2.5897 -0.995 -0.114 -0.736
O -4.6013 0.9233 -4.1387 -0.940 0.234 0.018
O -2.0572 -6.5822 -4.0625 0.670 -0.049 -0.588
O 1.5450 4.1943 -4.1762 1.982 -0.993 -0.556
O -1.9652 -0.5336 0.7343 0.365 1.895 0.792
O 3.0149 -0.6186 6.2007 1.628 -0.223 0.532
O -2.4917 3.6364 -0.6431 -0.149 1.526 0.674
O -0.0515 -1.9714 4.6906 0.874 1.342 -0.418
O 5.8009 3.7325 -0.1662 -1.048 0.691 1.473
O 0.9799 -1.3170 0.2752 0.174 -0.695 1.662
O 1.4221 -5.7309 -0.1050 -0.016 -0.527 -0.172
O -1.9968 2.5497 -7.7958 -0.100 1.078 -0.040
O -6.7433 7.7363 -2.8130 0.012 0.322 -0.144
O 4.0564 4.7063 2.4161 0.447 -1.622 0.377
O 5.1572 -3.1214 2.7031 -2.018 -1.152 0.741
O -0.7119 3.3914 4.7082 -0.983 0.139 0.200
O 9.2684 -0.9115 -0.9155 -0.325 -0.256 0.216
O -4.5964 -3.6515 -6.8831 0.184 0.003 -0.662
O 3.3719 5.6974 -2.3751 -0.173 0.257 -0.623
O 1.3553 3.3544 6.6642 1.910 -1.295 -1.591
O -5.3268 -4.7456 -4.3095 -0.322 -0.479 -0.464
O -2.6692 -7.1517 5.3677 -0.035 -0.033 -0.026
O -1.4879 6.2490 4.4343 -1.250 0.061 -0.038
O 5.1966 2.3354 4.2738 0.493 0.592 -1.042
O 4.1904 -4.9356 -7.6521 -1.767 0.933 2.060
O 0.5560 -2.5866 -4.6217 0.130 0.388 -0.071
O -6.6580 0.3570 2.0975 -0.458 1.817 0.322
O -4.9739 5.1247 -0.9666 0.079 -0.269 -0.034
O 6.5198 0.1190 0.2024 1.646 -0.125 0.055
O -1.3450 -4.6860 -1.7593 0.872 0.374 -0.237
O -2.8757 2.9570 -4.9630 0.557 0.482 -0.968
O -10.7204 -1.1324 -1.2289 2.590 0.885 -0.491
C -8.7219 0.5370 -2.3363 -1.073 -0.423 0.505
C -4.9768 -1.1676 4.9833 -0.013 0.965 1.709
C -3.4436 -6.1919 0.0712 -0.391 -0.076 0.709
C -0.4076 -0.9148 5.5876 -0.008 -0.555 -0.913
C 4.3544 -0.7949 -0.1301 -1.671 0.239 0.159
C -6.4003 8.7680 -3.7558 0.108 -0.920 0.402
C 0.8018 -1.1572 1.6996 -0.681 0.974 0.260
C -1.4365 -1.1498 -0.3984 0.710 -0.904 1.030
C -0.1227 2.7289 -3.2171 1.263 -0.589 -1.164
C -1.7221 2.7814 0.1719 -0.132 -1.559 -0.680
C 4.5883 -1.5576 8.2212 0.123 -0.337 -1.042
C 2.2088 2.3707 7.3315 -0.600 0.115 0.179
C -2.9131 4.7475 0.1657 -0.122 0.490 -0.049
C -3.8018 -3.4807 -8.0966 -1.126 -0.839 0.892
C -2.1609 7.3905 3.8640 -0.360 -0.898 0.075
C -3.7614 -7.1823 7.7996 0.293 0.584 -0.020
C 2.0782 -6.5639 -1.0743 -0.314 0.464 -0.161
C 5.9374 2.9650 3.1611 -1.175 0.630 -0.064
C 2.5236 6.3336 -3.3569 -0.941 -1.460 1.025
C 0.4831 3.3426 -4.4818 -1.356 0.664 -0.242
C 3.0403 -1.2853 -2.1166 1.411 -0.807 -0.197
C -1.9022 -0.5693 5.5051 0.294 -0.140 0.068
C -3.3479 -4.7888 6.4724 -0.099 -0.627 -0.366
C 1.6129 3.2254 5.1988 -1.700 0.400 0.128
C -6.6896 -1.9273 -4.4669 -0.442 0.050 -0.220
C -4.3746 0.1371 -2.9813 0.542 0.498 -0.578
C -5.0629 -4.9935 -6.7403 -0.813 0.253 0.972
C -8.2718 -0.8736 -0.0228 -0.223 0.838 -0.421
C 3.0537 -3.7778 4.3995 1.061 0.007 -0.354
C 3.8254 4.8310 1.0357 0.783 0.104 -0.281
C -3.1005 -4.9540 2.4634 -0.297 0.478 -0.173
C -3.3299 3.7240 -6.0977 1.086 -0.051 -0.389
C 3.8083 -3.2373 -5.5106 0.879 0.344 -0.425
C 8.7536 -1.1239 0.4069 0.957 0.387 -0.637
C -2.4315 5.2181 4.8189 0.904 -0.673 -0.209
C 4.5851 6.4300 -2.2600 -0.090 -0.295 -0.602
C 4.3892 3.7224 0.1222 -0.315 -0.403 -0.729
C 0.0371 -0.6950 -0.5335 -0.795 0.388 -0.885
C 7.0901 0.5883 -4.0046 -0.381 0.509 -0.255
C 7.8401 0.0032 0.8224 -1.787 0.694 -1.122
C 5.4140 4.4616 2.8409 -0.190 0.447 0.968
C -5.8612 -2.7720 3.4610 -0.438 -0.072 -0.066
C -3.2588 -0.8177 1.1416 -0.741 -0.868 0.005
C 4.0603 -5.6626 2.4909 0.050 1.322 0.989
C -3.8004 5.7692 -0.5544 0.182 -0.452 -0.373
C -6.3012 2.8181 0.9779 1.013 -0.014 1.449
C 0.1170 -4.4812 -1.8970 -1.449 0.564 0.394
C 6.1671 2.9251 -1.2509 0.751 0.838 -0.194
C 3.2731 -5.8980 -5.2546 -0.208 0.715 -1.052
C -1.2878 -0.6176 -4.5410 0.848 -0.106 -0.414
C 3.0933 0.7460 2.7819 -0.336 0.001 0.298
C -1.1593 -7.3131 -3.2021 -0.700 0.914 0.897
C -6.0353 5.9680 -1.3548 -0.292 -0.369 0.307
C 5.8027 2.6723 5.5160 -0.188 1.168 -0.629
C -6.0540 -5.1294 -5.5173 2.693 0.654 0.073
C 9.9641 1.1571 6.6139 0.653 -0.017 -1.028
C -6.0425 -4.8866 -3.0756 -0.225 0.760 -0.799
C 5.6409 -0.8860 0.6230 0.137 -0.325 -0.314
C -4.1265 -1.0632 6.2915 0.844 -0.866 -0.558
C 11.0935 0.0384 4.2775 -0.919 0.865 1.341
C -5.5965 2.1251 3.6984 -0.065 0.827 -0.653
C 0.8057 0.3557 2.1682 2.102 -0.819 -1.257
C -0.4370 -3.2373 5.0544 -0.826 -0.566 0.383
C 5.6559 -1.0753 5.6094 -0.896 -0.583 0.314
C 0.5708 4.0271 4.4117 -1.398 -0.247 1.892
C -1.7223 -5.1893 -4.2406 -0.515 0.086 1.902
C -2.2095 3.8456 -7.1967 -1.107 -1.687 0.871
C -4.9643 2.2792 -3.9212 1.166 0.327 0.224
C -0.9671 2.6315 -8.7798 -0.407 -0.343 0.523
C 1.2511 -0.3141 -5.8935 -0.124 0.365 1.093
C 10.3700 -1.7560 -1.2770 -0.584 1.480 -0.480
C -6.5015 -3.5012 -2.6149 -1.652 1.069 -0.254
C 1.2472 5.4049 -3.6155 0.256 2.192 0.206
C -2.1274 -4.3537 -2.9357 1.254 -1.050 -0.778
C 0.9370 -4.4754 -0.5974 0.361 -0.358 -0.468
C -3.6559 3.1168 -3.7868 -1.043 0.461 -1.100
C -1.7157 4.0520 5.4942 1.124 0.517 -0.222
C 1.7085 2.4722 -1.5994 -0.513 0.192 -0.118
C -5.6472 6.9106 -2.4803 -0.551 -0.583 -0.600
C 4.2952 1.1710 -4.0396 1.719 -0.162 -0.388
H 3.9223 -4.0721 4.9887 -0.253 -0.031 0.495
H 0.0155 -1.0906 6.5766 -0.454 -0.311 0.361
H 2.7444 -2.7590 4.6329 0.173 0.128 -0.067
H 3.9241 3.7535 -0.8631 -0.486 0.477 0.068
H 0.6482 3.9278 3.3290 0.612 0.205 0.106
H 8.4310 -2.1638 0.4579 -0.419 0.082 0.442
H 2.5971 3.4920 4.8136 0.427 0.006 0.679
H 6.0811 -1.8806 0.5518 0.081 -0.172 -0.267
H -5.5653 2.6250 -4.7622 0.332 -0.183 -0.405
H -2.4849 4.6135 -7.9196 -0.487 -0.176 -0.423
H 4.3801 7.4788 -2.0455 0.044 0.176 0.198
H -3.0728 -4.2468 5.5676 -0.323 -0.454 -0.222
H -7.4144 -1.7733 -5.2663 0.207 0.194 -0.186
H 1.4787 0.2346 -4.9796 -0.189 -0.160 0.351
H -5.9972 9.6308 -3.2255 0.004 0.130 -0.078
H 1.4169 -7.3716 -1.3879 -0.073 -0.080 0.042
H -5.6398 -5.3676 -7.5861 -0.304 0.479 -0.553
H -5.3716 6.2813 -3.3265 0.109 -0.039 -0.445
H 4.1906 5.8106 0.7273 0.395 0.177 -0.343
H -6.6452 2.3702 0.0456 -0.325 0.180 0.279
H -5.6672 -3.7824 3.1010 0.150 -0.012 0.338
H 3.6452 -1.4499 0.3759 -0.168 -0.187 0.217
H 3.0443 -2.7781 -4.8832 -0.208 -0.182 -0.280
H 3.0179 -6.9995 -0.7347 -0.163 0.061 0.745
H 3.2823 0.7750 -4.1136 0.253 0.250 -0.311
H -0.0127 2.6145 -8.2535 0.342 0.472 -0.253
H 5.0894 6.3677 -3.2244 0.284 0.201 -0.147
H -5.6443 2.4590 -3.0885 0.170 -0.364 0.637
H 0.2003 -0.0945 5.2061 -0.404 0.373 0.045
H 7.5798 1.2343 -4.7333 0.053 -0.143 -0.091
H -4.8036 -0.3495 4.2842 0.395 -0.105 -0.224
H 11.3028 -1.2460 -1.0367 0.247 -0.279 0.674
H -4.3300 -6.6331 0.5269 -0.303 0.235 -0.024
H -8.9966 1.3219 -1.6315 -0.210 0.098 -0.119
H 4.2569 -2.5295 -6.2077 -0.378 0.377 -0.134
H -4.5148 -1.6960 7.0895 -0.305 -0.459 -0.374
H -5.4526 3.1833 3.9164 -0.170 0.180 -0.156
H 1.9228 2.2595 8.3774 -0.197 0.643 0.081
H -0.6805 -5.1012 -4.5488 0.299 0.162 0.511
H 10.8635 1.7000 6.3232 0.052 0.109 0.181
H -0.2848 3.8814 -5.0369 -0.608 0.685 0.506
H 10.3018 -2.7677 -0.8770 0.008 0.007 -0.065
H 2.7413 4.9358 0.9932 -0.075 -0.558 -0.546
H -2.2515 -4.7172 -5.0683 -0.630 -0.590 -0.049
H -3.4691 0.4783 -2.4796 0.170 0.009 0.269
H 5.3201 -0.7248 4.6334 0.227 0.579 0.107
H -3.9778 -0.9435 0.3321 -0.009 0.219 -0.439
H 5.9211 2.3287 2.2762 -1.085 -0.114 -0.132
H 10.3697 -1.7056 -2.3658 -0.133 -0.672 -0.066
H 1.8247 -3.8683 -0.7749 0.165 0.133 -0.509
H 0.2396 -3.4663 -2.2753 0.132 -0.028 -0.501
H 6.0322 5.1118 2.2219 0.672 -0.835 -0.547
H -6.4660 3.8858 1.1229 -0.888 -0.071 -0.230
H 11.7409 -0.4308 5.0183 0.078 -0.262 -0.237
H 0.0535 0.8904 1.5882 0.022 0.030 0.229
H -1.4217 -2.2154 -0.1696 0.029 -0.534 -0.509
H 5.2601 6.0029 -1.5184 -0.396 -0.145 0.171
H 2.4111 -0.3986 -2.1935 0.206 0.242 0.184
H 2.1378 1.3454 6.9685 -0.442 0.127 -0.728
H 3.3087 -1.6735 -3.0991 -0.110 0.506 -0.269
H -2.1783 -0.5493 4.4508 0.090 0.149 -0.290
H -6.4238 -0.9572 -4.0470 -0.391 0.164 0.414
H -7.2775 9.0340 -4.3456 -0.047 -0.004 0.292
H -2.7340 7.9308 4.6175 0.136 0.133 0.203
H -0.1520 -1.5662 2.0329 -0.298 0.020 -0.222
H -5.2112 2.8200 0.9910 0.165 -0.698 -0.081
H 0.3815 -0.9272 -1.5413 -0.182 0.159 -0.193
H 0.5648 5.9298 -4.2840 -0.009 0.569 -0.408
H 4.6696 -3.5100 -4.9007 -0.153 -0.593 0.093
H -2.9507 -4.1563 -8.0113 0.222 0.098 -0.337
H 3.2757 2.5917 7.2978 0.004 0.558 -0.130
H -1.5953 1.8689 -0.4106 0.021 -0.088 -0.033
H -3.6435 -0.0468 1.8093 0.253 0.165 -0.031
H 5.4054 -0.7693 1.6809 -0.163 0.095 0.236
H -5.8658 -2.1617 2.5579 0.024 0.441 0.169
H 4.7780 -5.9467 3.2605 0.084 0.060 0.030
H -8.5371 -1.6122 0.7336 0.082 -0.046 -0.311
H -3.5750 -6.1752 -1.0107 0.380 0.069 0.135
H 2.2423 7.2877 -2.9112 -0.703 0.127 0.017
H 6.8192 2.2797 5.4890 0.002 -0.123 0.674
H 6.9131 1.1709 -3.1005 -0.372 -0.041 -0.079
H 0.1233 0.3800 -0.3755 -0.283 0.231 -0.318
H -5.9621 -0.9694 5.4053 -0.747 -0.042 -0.229
H 0.4836 -5.2195 -2.6102 0.211 0.278 0.007
H -3.8588 4.1877 -3.7792 -0.536 0.219 0.683
H 10.2084 0.4371 7.3948 -0.193 0.108 0.031
H 7.0074 2.8501 3.3340 0.217 0.976 0.641
H 7.2509 2.9606 -1.1401 0.116 -0.906 -0.322
H -7.2167 -0.8871 -0.2961 0.077 -0.417 0.076
H -5.6504 8.3640 -4.4358 0.137 0.177 -0.193
H 5.7287 1.9283 -1.2967 0.187 -0.110 0.547
H -6.8267 -2.7486 3.9663 -0.369 0.039 -0.279
H 0.6368 5.3228 -2.7162 0.384 -0.136 0.633
H -3.0578 2.8928 -2.9035 -0.049 -0.309 -0.162
H -1.2665 -8.3953 -3.2753 -0.286 0.171 -0.585
H -2.2688 2.4703 1.0620 -0.027 0.179 0.280
H 3.1275 -6.1955 2.6752 -0.044 0.126 -0.352
H -4.4496 -3.7597 -8.9277 0.197 -0.183 -0.309
H -1.4959 8.0702 3.3311 0.423 -0.278 0.407
H -4.4624 -6.6924 8.4754 -0.575 -0.140 -0.404
H -1.2916 4.2497 -6.7697 0.197 -0.291 0.388
H 0.9681 0.4640 -6.6025 -0.251 -0.461 -0.365
H 4.4888 -2.5454 7.7714 0.454 -0.169 0.115
H -7.1855 -3.5316 -1.7667 0.343 -0.587 0.410
H -8.4352 0.1313 0.3666 -0.322 -0.134 0.118
H -2.1280 -5.4291 2.5926 -0.144 -0.281 -0.097
H 2.4584 -2.1145 -1.7142 0.039 0.187 0.746
H -3.1700 -4.5199 -2.6647 0.054 -0.552 -0.082
H -0.7097 3.0897 0.4332 -0.071 0.744 0.082
H -6.4726 6.5632 -0.5531 0.370 0.201 0.594
H -0.9817 1.7553 -9.4279 -0.307 -0.053 0.137
H -0.0081 -3.9711 4.3720 0.020 0.098 -0.092
H -6.7859 5.1997 -1.5405 -0.415 0.543 -0.916
H 3.9309 0.2059 -0.0456 0.016 0.398 0.430
H 0.4691 -3.9023 0.2030 -0.443 -0.553 0.151
H 5.5700 -1.3478 8.6460 0.045 -0.312 -0.016
H 4.5851 1.2555 -2.9923 -0.142 -0.255 0.028
H 0.7210 2.6844 -5.3174 0.948 -0.747 0.705
H -1.3815 4.4543 6.4505 0.859 -0.186 0.122
H -2.8063 -6.9010 8.2430 0.362 -0.258 -0.432
H 1.3582 2.2115 4.8902 0.449 -0.374 0.332
H 5.3812 5.0832 3.7357 0.435 -0.640 0.745
H 3.1690 -0.3303 2.9372 0.546 -0.224 0.158
H -3.0648 -4.0178 3.0204 -0.147 0.113 0.005
H -3.4909 -2.4510 -8.2730 -0.074 -0.022 0.641
H -3.4243 4.3521 1.0434 -0.355 -0.064 0.104
H -5.4270 -5.3841 -2.3260 0.413 0.340 0.061
H -5.2007 0.1779 -2.2713 -0.216 -0.149 0.025
H -0.9397 2.0833 -3.5394 -0.034 -0.048 0.251
H -4.2006 -0.8640 -3.3758 -0.175 -0.086 0.391
H -3.8780 -8.2660 7.7831 -0.086 0.158 -0.035
H 5.1759 2.4617 6.3825 0.080 -1.115 -0.323
H -6.2667 -6.1961 -5.4457 -0.579 0.015 -0.054
H -3.5646 4.7715 -5.9087 0.189 0.363 0.989
H -5.7467 -2.2730 -4.8906 -0.116 -0.703 -0.009
H -2.4418 3.2891 5.7749 -0.156 -0.087 -0.324
H 1.5159 -1.8083 2.2037 0.491 0.412 -0.218
H -2.4470 -4.8076 7.0857 -0.184 -0.138 0.246
H -2.1299 -3.2975 -3.2052 0.694 0.368 0.180
H 2.8191 1.2153 3.7267 0.263 -0.048 0.206
H 4.1036 2.7474 0.5171 0.060 -0.236 0.378
H -2.6300 -6.8208 0.4326 0.377 0.252 -0.435
H -4.1178 6.6453 0.0111 0.462 -0.052 0.973
H 2.1776 -0.8200 -6.1648 -0.264 -0.189 -0.368
H -4.1812 -0.0845 6.7683 0.044 0.593 -0.524
H -3.3112 -1.7716 1.6665 0.071 -0.192 0.292
H -1.4154 -7.0270 -2.1820 -0.044 -0.244 0.266
H 9.5772 -0.9318 1.0946 0.411 -0.558 0.394
H 4.5030 -5.8453 1.5117 -0.332 0.224 0.021
H -3.1699 5.5236 5.5602 -0.151 0.655 -0.027
H 5.8163 3.7576 5.6159 0.558 0.433 -0.246
H -4.2958 3.3526 -6.4400 0.267 -0.530 -0.569
H -2.0105 0.4384 5.9061 -0.216 0.221 0.206
H 4.5165 2.1306 -4.5069 -0.613 0.048 -0.176
H 7.6962 0.0714 1.9007 0.219 -0.339 0.215
H -0.5334 3.5479 -2.6266 0.119 -0.228 0.610
H 4.3035 -6.0718 -4.9444 0.072 0.355 -0.232
H 3.8275 -1.5350 9.0014 -0.144 0.817 -0.307
H 0.4731 5.0558 4.7585 0.480 0.111 -0.372
H -7.6862 0.6858 -2.6414 0.080 -0.651 0.145
H -2.1043 -0.9898 -1.2448 0.302 0.192 -0.513
H 2.1385 3.4239 -1.9114 0.054 -0.028 -0.038
H -4.6742 1.7427 3.2613 -0.077 -0.152 -0.029
H -1.7297 0.1807 -5.1373 0.023 0.040 -0.099
H -4.2415 -5.7091 -6.7059 0.380 0.060 0.609
H 2.1938 -4.4303 4.5509 0.244 -0.211 -0.361
H -1.5247 -3.2893 5.0083 -0.031 -0.372 0.075
H 8.3361 0.9170 0.4953 0.122 0.055 0.112
H -3.2759 6.2195 -1.3971 0.350 -0.315 -0.338
H 11.0166 -0.4986 3.3320 -0.165 0.057 0.280
H 1.0920 2.6096 -0.7111 0.339 0.108 0.431
H -1.1415 3.5177 -9.3900 0.439 0.123 -0.105
H -4.7527 7.4832 -2.2349 -0.042 0.285 0.300
H -2.0726 -1.2983 -4.2113 0.162 -0.239 -0.370
H 11.3984 1.0794 4.1705 0.165 -0.091 -0.421
H 2.3813 -6.0299 -1.9750 -0.187 0.364 -0.078
H -4.1658 -4.2147 6.9078 -0.020 -0.300 0.254
H -2.9593 4.7731 3.9754 -0.091 0.515 -0.616
H -5.8074 1.6366 4.6497 -0.359 -0.222 -0.351
H -0.8145 -0.2160 -3.6450 0.311 0.041 -0.072
H -5.7265 -2.7836 -2.3457 0.583 -0.456 -0.003
H 6.6799 -0.8006 5.8627 -0.208 0.319 -0.014
H 4.0103 1.2034 2.4106 -0.023 -0.300 0.098
H 2.6726 -5.5754 -4.4041 -0.184 -0.191 -0.079
H 7.7319 -0.2327 -3.6850 -0.190 -0.171 -0.418
H -0.1150 -3.4605 6.0716 0.038 -0.242 0.275
H 2.9087 -6.7922 -5.7604 -0.215 0.026 0.297
H -6.8794 -5.5746 -3.1959 -0.389 0.198 -0.182
H -2.0524 5.2821 0.5675 0.367 0.078 -0.080
H 5.9737 3.4214 -2.2019 -0.427 0.229 -0.285
H -3.9414 -5.5526 2.8137 0.155 -0.170 -0.006
H 5.5951 -2.1578 5.4970 -0.118 -0.146 0.429
H 3.0543 6.6342 -4.2602 0.205 -0.678 -0.318
H -2.8845 7.0439 3.1262 -0.159 -0.113 -0.203
H 0.6171 0.4678 3.2359 -0.115 -0.202 0.022
H 2.4989 1.7437 -1.4182 -0.020 0.088 0.219
H 9.2112 1.8932 6.8959 -0.196 -0.400 -0.048
H -9.3681 0.5319 -3.2141 0.073 0.375 -0.011
H -6.9064 -4.4675 -5.6701 -0.193 -0.263 0.074
H -0.1015 -7.0549 -3.2522 0.111 0.094 -0.835